Density functional theory data (the ωB97M-V functional and the def2-TZVPD basis) for a structure of composition C37H41N7OPRe in a non-equilibrium geometry.

Last column: Mulliken spin population.
Cartesian coordinates (Å):
1 Re 10.3455 10.8724 13.2082  1.869
2 C 12.7988 9.8795 14.6894  0.202
3 C 12.3930 9.5706 13.3167  0.263
4 C 11.9233 8.2166 13.3808  0.057
5 C 11.9172 7.7776 14.7572  0.222
6 C 12.3327 8.8507 15.5414  0.118
7 C 12.5075 8.8360 17.0180  0.004
8 C 11.5414 6.3543 15.1085  0.014
9 C 11.5311 7.3671 12.2362  -0.013
10 C 13.4808 9.9060 12.2749  0.047
11 C 13.8612 10.7581 15.0940  0.006
12 H 13.6170 9.0251 17.2298  0.004
13 H 12.1453 7.9109 17.4896  0.001
14 H 12.0318 9.7246 17.5026  0.005
15 H 12.0784 5.6782 14.4938  0.000
16 H 10.4672 6.1760 15.0076  0.001
17 H 11.8098 6.0554 16.1299  0.003
18 H 11.4680 6.3047 12.4660  0.000
19 H 12.2551 7.5436 11.4567  0.005
20 H 10.5863 7.7482 11.9180  0.022
21 H 14.3116 9.2216 12.4258  -0.003
22 H 13.8283 10.9060 12.3198  -0.007
23 H 13.1318 9.7986 11.2300  -0.005
24 H 14.8044 10.1850 14.8568  0.040
25 H 13.8975 11.0683 16.1397  0.006
26 H 13.7842 11.6471 14.4474  0.014
27 N 9.7842 13.9202 13.7319  0.012
28 P 11.2371 13.1472 13.2564  -0.046
29 C 11.5494 13.7179 11.4990  0.021
30 C 10.8701 14.8326 11.0335  0.001
31 C 11.0599 15.2730 9.7431  0.002
32 C 12.0539 14.6405 8.9879  0.000
33 C 12.7672 13.5737 9.5293  0.000
34 C 12.4941 13.0447 10.7644  0.033
35 C 12.4097 13.7055 14.4200  0.008
36 C 12.2005 13.5502 15.7542  0.004
37 C 13.0424 14.0951 16.7164  0.005
38 C 14.1917 14.7597 16.3489  -0.004
39 C 14.4221 14.8943 15.0006  0.002
40 C 13.5842 14.3995 14.0314  -0.005
41 C 8.5475 13.3381 13.4663  0.018
42 C 7.3764 14.0870 13.4774  -0.010
43 C 6.1628 13.4838 13.1084  0.015
44 C 6.1262 12.1006 12.9332  -0.004
45 C 7.3025 11.4181 12.9832  0.026
46 N 8.5141 12.0212 13.2364  -0.048
47 H 9.8014 14.9097 14.0229  -0.002
48 H 10.1659 15.3107 11.6755  0.001
49 H 10.4654 16.1286 9.4417  0.000
50 H 12.1823 14.9451 7.9203  0.000
51 H 13.5278 13.0890 8.9683  0.000
52 H 13.0043 12.2001 11.1792  -0.028
53 H 11.2913 13.0458 16.0506  -0.004
54 H 12.7128 14.0084 17.7390  0.000
55 H 14.9163 15.1892 17.0813  0.000
56 H 15.3088 15.4287 14.7206  0.000
57 H 13.8069 14.5222 12.9613  0.000
58 H 7.3365 15.1599 13.6501  0.001
59 H 5.2871 14.1341 13.1810  0.000
60 H 5.2204 11.5781 12.7051  0.000
61 H 7.4079 10.3322 12.8524  0.003
62 N 10.2847 11.8027 5.7918  0.011
63 C 10.1258 11.5503 6.8861  -0.002
64 C 10.0494 11.3023 8.2706  0.010
65 C 9.3540 12.1820 9.0879  0.002
66 C 9.4233 11.9919 10.4547  0.031
67 N 10.0556 11.0017 11.0367  -0.021
68 C 10.6814 10.1403 10.2129  -0.001
69 C 10.6687 10.2225 8.8367  -0.026
70 H 8.9206 13.0666 8.6724  0.001
71 H 8.9422 12.7252 11.0853  0.004
72 H 11.2258 9.3484 10.6692  0.028
73 H 11.2362 9.5312 8.2544  0.000
74 C 7.5248 6.7986 16.5763  0.000
75 N 8.3402 7.7524 15.8653  0.002
76 C 8.9549 8.8668 16.5236  -0.007
77 C 9.5161 9.6138 15.3262  0.040
78 O 10.1933 10.6779 15.2866  0.030
79 N 9.1813 8.9692 14.1956  0.002
80 C 8.5082 7.8270 14.5589  0.017
81 N 8.0211 6.9588 13.6581  0.001
82 H 6.5244 7.0376 16.1926  0.000
83 H 7.6158 6.9613 17.6284  0.000
84 H 7.8057 5.7827 16.3267  0.000
85 H 9.8003 8.6114 17.2147  0.002
86 H 8.2822 9.5209 17.0111  0.000
87 H 8.0789 7.1864 12.6937  0.001
88 H 7.3996 6.2096 13.9215  0.000

Summary:
Spin multiplicity = 4
Total energy = -2311.79400 hartree
Orbital gap (alpha / beta) = 7.83 / 7.09 eV
HOMO level (alpha / beta) = -15.840 / -16.462 eV
Net charge = +3
Relative energy (zero: lowest compared OMol25 entry of this formula, charge and spin) = 0.951 eV